# C54H48As2IN5Ti

A structure of composition C54H48As2IN5Ti (ωB97M-V/def2-TZVPD, the OMol25 dataset).

Properties
Charge ... 0
E_HOMO (spin up / spin down) ... -5.932 / -5.938 eV
Spin multiplicity ... 1
LUMO energy (spin up / spin down) ... -0.1 / -0.1 eV
Energy above the lowest of the compared OMol25 structures with the same formula, charge and spin ... 60.3 kcal per mole

XYZ file:
```
111
Properties=species:S:1:pos:R:3:forces:R:3
Ti -0.53456 0.29882 0.36184 -0.19 0.21 -0.77
C -2.47008 -3.68427 0.80165 -0.01 0.03 -0.04
C -3.27258 -3.75424 -0.33034 0.04 0.00 0.06
C -3.17328 -2.76779 -1.29097 0.02 0.00 -0.06
C -2.27686 -1.72331 -1.10362 -0.01 0.03 -0.16
N -1.53519 -1.63777 0.01033 -0.13 -0.14 0.31
C -1.62689 -2.60248 0.92945 -0.03 -0.14 0.05
C -2.00360 -0.63881 -2.07197 -0.13 -0.54 0.32
C -2.15250 -0.87005 -3.39139 -0.12 0.27 -0.08
C -1.63630 0.00906 -4.48520 -0.06 0.04 -0.05
C -0.70176 1.68531 -3.50508 -0.16 -0.12 -0.15
C -0.92998 1.56265 -2.04418 0.10 -0.08 0.25
N -1.40373 0.40528 -1.41547 0.86 -0.19 -0.19
C -0.79416 2.59475 -1.15140 0.14 0.45 0.19
C -0.50357 3.97838 -1.45631 0.00 -0.30 -0.22
C -0.51689 4.90545 -0.48170 -0.03 0.15 0.23
C -0.78683 4.52930 0.87258 0.03 -0.03 -0.16
C -0.98653 3.21792 1.13566 -0.07 0.00 -0.03
N -0.98550 2.24338 0.18354 -0.21 0.45 0.20
H -2.50216 -4.43309 1.58099 -0.01 0.00 0.00
H -3.97332 -4.56867 -0.45804 -0.01 -0.01 0.00
H -3.79726 -2.78336 -2.17252 0.00 -0.01 -0.01
H -0.99444 -2.48301 1.79527 0.01 0.00 0.06
H -2.60547 -1.80732 -3.68274 -0.02 -0.01 0.00
H -1.84068 -0.42306 -5.46388 0.00 0.01 0.00
H -0.14143 2.59304 -3.72474 -0.04 -0.03 0.00
H -0.32226 4.26763 -2.48240 0.01 -0.03 -0.01
H -0.32964 5.94349 -0.72560 0.01 0.01 0.01
H -0.79462 5.25410 1.67134 0.00 0.01 0.02
H -1.13079 2.88046 2.15078 -0.03 0.02 0.03
C 1.12181 -2.25759 3.73182 0.07 -0.09 -0.02
N 0.88514 -1.11712 2.85630 0.05 0.03 -0.02
C 1.55773 -0.07010 3.14313 -0.11 0.00 0.06
C 1.71611 1.06791 2.28305 0.02 -0.08 -0.03
C 2.59855 2.11642 2.50496 0.02 -0.01 0.06
C 2.72789 2.80378 1.29013 0.02 -0.07 -0.03
C 1.91742 2.13802 0.38750 -0.03 0.02 -0.12
N 1.28412 1.08582 0.96950 0.40 0.18 0.10
C -0.12124 -2.99491 4.17455 0.01 0.05 -0.11
C -1.31658 -2.32877 4.42188 0.06 -0.01 0.17
C -2.45306 -3.02535 4.80885 0.02 0.02 -0.01
C -2.40314 -4.40294 4.96834 0.00 0.00 0.00
C -1.20906 -5.07464 4.74681 0.02 -0.01 -0.01
C -0.07823 -4.37337 4.34999 -0.05 -0.08 -0.09
H 1.70958 -1.96746 4.61652 -0.07 0.06 -0.02
H 1.76344 -2.95009 3.17389 -0.05 -0.07 0.06
H 2.14604 -0.02773 4.06909 -0.02 0.02 -0.03
H 3.11752 2.30625 3.43141 0.02 0.01 0.02
H 3.33120 3.67188 1.08270 0.01 0.01 0.00
H 1.72658 2.38875 -0.64773 0.00 0.02 0.08
H -1.35190 -1.25384 4.31853 0.00 0.02 0.07
H -3.37683 -2.48930 4.98581 0.00 0.00 0.00
H -3.28776 -4.94824 5.26924 -0.01 -0.01 0.01
H -1.15837 -6.14810 4.87662 0.00 -0.01 0.00
H 0.84839 -4.90379 4.16024 0.01 -0.02 0.00
C 3.28610 -1.15111 -1.89389 0.09 0.16 0.15
C 2.56442 -0.20085 -2.84856 -0.01 0.05 -0.04
As 0.80821 -0.98582 -3.20181 -0.11 -0.01 -0.03
C 1.18183 -2.21236 -4.67736 0.07 0.02 -0.02
C 2.32058 -2.17881 -5.47653 0.02 -0.01 0.01
C 2.51878 -3.12741 -6.47150 0.00 -0.02 0.01
C 1.57581 -4.12248 -6.68206 -0.03 0.02 0.01
C 0.43877 -4.17190 -5.88660 0.02 0.02 0.01
C 0.25268 -3.23099 -4.88409 0.00 0.02 -0.03
C -0.13934 0.41373 -4.24099 0.00 0.02 0.04
C -2.03058 1.50929 -4.31249 -0.02 -0.04 0.05
C -2.09839 2.27734 -5.59075 0.01 0.02 0.01
C -1.13998 2.31932 -6.51711 0.04 -0.01 -0.01
C 0.14637 1.62154 -6.45760 0.00 -0.01 0.02
C 0.58557 0.80343 -5.49577 -0.04 0.02 -0.05
As 2.14292 -1.70682 -0.36273 -0.21 -0.02 -0.12
C 1.76065 -3.58329 -0.75381 0.02 0.00 -0.06
C 2.04191 -4.20760 -1.96458 0.05 0.00 -0.04
C 1.64983 -5.52128 -2.19384 0.02 0.04 -0.02
C 0.97802 -6.23327 -1.21254 0.00 -0.02 -0.02
C 0.68997 -5.62257 -0.00090 0.01 0.06 0.02
C 1.07054 -4.30673 0.21703 -0.05 0.00 0.10
C 3.59673 -1.88377 0.92220 -0.03 -0.08 -0.02
C 4.04776 -3.09464 1.43191 -0.03 -0.13 0.03
C 5.06183 -3.12086 2.38204 0.01 0.02 0.00
C 5.63424 -1.93639 2.82449 -0.02 -0.01 -0.02
C 5.19713 -0.72442 2.30467 0.00 -0.03 0.00
C 4.18294 -0.69955 1.35876 0.12 -0.03 0.07
H 4.15651 -0.67593 -1.43548 -0.04 0.01 -0.05
H 3.64925 -2.03782 -2.41063 0.03 -0.06 -0.02
H 3.15953 0.01578 -3.73799 -0.01 0.00 0.02
H 2.36400 0.75194 -2.34940 -0.02 -0.01 0.00
H 3.07315 -1.41472 -5.32504 0.01 0.02 0.00
H 3.41188 -3.08866 -7.08167 0.01 0.00 -0.01
H 1.72875 -4.85982 -7.45900 0.00 -0.01 -0.01
H -0.29604 -4.95195 -6.03750 -0.01 -0.02 0.00
H -0.61673 -3.29700 -4.23853 -0.01 0.00 0.00
H -2.92739 1.66841 -3.71520 0.00 -0.01 0.00
H -3.00382 2.84516 -5.76912 -0.03 0.01 0.00
H -1.31220 2.92164 -7.40099 0.00 0.00 -0.02
H 0.81192 1.79325 -7.29614 0.00 0.01 -0.01
H 1.57181 0.38014 -5.63924 0.04 -0.01 0.00
H 2.55864 -3.67904 -2.75760 -0.04 -0.05 0.06
H 1.86936 -5.98227 -3.14856 0.00 0.00 -0.01
H 0.67554 -7.25647 -1.39329 0.00 -0.02 0.00
H 0.15849 -6.16234 0.77282 -0.01 -0.01 0.01
H 0.81262 -3.83527 1.16015 0.07 0.00 0.02
H 3.61329 -4.02741 1.08545 0.04 0.07 0.04
H 5.40798 -4.07004 2.77126 0.00 -0.01 0.01
H 6.42284 -1.95723 3.56556 0.01 0.00 0.01
H 5.64022 0.20556 2.63870 0.00 0.00 0.00
H 3.84662 0.25212 0.96780 -0.02 0.09 -0.04
I -3.76676 0.61659 1.59750 -0.04 -0.03 0.07
C -1.70166 0.32065 2.08749 -0.35 -0.15 -0.02
H -1.67632 -0.63902 2.59453 -0.01 0.20 -0.09
H -1.43857 1.11415 2.78266 0.06 -0.10 0.08
```
Forces are in eV/Å.

Mulliken population analysis, charges in e, atoms 1 to 5: -0.316, -0.427, -1.210, -0.667, -0.334

# C54H48FNO11S

A cluster of 4 separate species, C54H48FNO11S in total (ωB97M-V/def2-TZVPD, the OMol25 dataset).

Properties
Charge ... 0
E_HOMO ... -9.646 eV
Spin multiplicity ... 1
LUMO energy ... -1.1 eV
SMILES ... CCCCON(CCCCCCOC(C)=O)S(=O)(=O)F.O=C1c2ccccc2C(=O)c2ccccc21.O=C1c2ccccc2C(=O)c2ccccc21.O=C1c2ccccc2C(=O)c2ccccc21

XYZ file:
```
116
Properties=species:S:1:pos:R:3:forces:R:3
C 2.58639 -1.07957 0.40420 0.04 -0.01 0.16
C 3.46865 -2.03581 -0.38950 -0.15 0.04 -0.09
C 4.06445 -1.50115 -1.70619 0.23 0.05 0.14
C 4.35048 -0.01500 -1.78592 0.10 0.09 0.16
O 3.12891 0.64085 -2.17727 0.13 0.07 -0.11
N 3.30310 2.03647 -2.17520 -0.06 0.03 0.14
C 2.36934 2.70450 -1.25548 -0.16 -0.11 0.23
C 0.90154 2.77936 -1.66983 -0.03 -0.08 0.24
C 0.15451 1.43696 -1.52946 -0.17 0.15 -0.35
C -0.89037 1.49030 -0.42234 0.12 0.02 0.09
C -1.59248 0.17379 -0.07413 -0.13 0.11 0.16
C -2.13007 -0.66675 -1.23347 0.18 0.14 0.21
O -1.71369 -2.04822 -1.11678 -0.68 0.01 -0.17
C -0.98414 -2.56945 -2.13267 -0.31 -0.31 0.39
C -1.62559 -3.75567 -2.77307 0.07 -0.31 0.07
O 0.07367 -2.12870 -2.45442 0.78 0.63 -0.33
S 3.43181 2.60903 -3.70465 0.00 -0.14 0.04
O 3.10770 3.99059 -3.68471 0.18 -0.12 0.00
O 4.59362 2.08345 -4.31956 -0.12 0.06 0.04
F 2.23074 1.87886 -4.40201 -0.13 0.05 -0.15
H 3.12522 -0.18686 0.73149 -0.03 0.04 -0.10
H 1.71250 -0.77937 -0.16994 -0.01 0.05 -0.04
H 2.23132 -1.57492 1.31108 -0.02 -0.03 -0.03
H 2.84932 -2.89965 -0.63965 0.16 -0.13 0.05
H 4.27803 -2.39448 0.24977 -0.01 0.02 0.04
H 5.02743 -1.98993 -1.87117 -0.09 -0.13 -0.09
H 3.42470 -1.77734 -2.54190 -0.06 0.07 -0.14
H 4.68014 0.39292 -0.82450 -0.05 0.00 -0.01
H 5.12324 0.21154 -2.52254 -0.09 -0.06 -0.07
H 2.43636 2.10485 -0.34449 0.10 0.05 0.03
H 2.78904 3.68104 -1.02229 -0.04 0.06 -0.20
H 0.79022 3.19230 -2.67075 0.12 0.02 -0.03
H 0.43820 3.50794 -0.99719 0.01 0.04 -0.03
H -0.33413 1.21422 -2.48118 0.06 -0.09 0.01
H 0.86049 0.62966 -1.35731 0.01 -0.09 -0.01
H -0.39581 1.83234 0.49323 -0.06 0.06 0.03
H -1.61836 2.26861 -0.67205 -0.07 -0.06 -0.01
H -0.92021 -0.45215 0.51550 0.08 -0.07 -0.14
H -2.42511 0.41716 0.59057 0.04 -0.06 0.08
H -1.82457 -0.26799 -2.20010 0.16 -0.09 -0.03
H -3.21935 -0.69366 -1.21783 0.00 -0.01 0.00
H -0.87199 -4.33976 -3.29527 -0.06 0.01 -0.05
H -2.13807 -4.36231 -2.02933 -0.05 0.00 -0.03
H -2.36418 -3.39553 -3.49178 -0.05 -0.02 0.02
O -8.34823 -1.42290 4.65407 0.01 0.00 0.00
C -7.16877 -1.14444 4.65762 0.00 0.01 -0.01
C -6.65345 0.04576 5.39453 0.01 -0.05 -0.02
C -7.54332 0.83262 6.11449 -0.01 0.05 0.05
C -7.07952 1.92994 6.82200 0.02 0.00 -0.01
C -5.72652 2.25232 6.80902 -0.06 -0.02 -0.04
C -4.83807 1.48100 6.07966 0.08 0.10 0.07
C -5.29630 0.37478 5.37711 0.06 -0.03 -0.06
C -4.31350 -0.43999 4.61026 -0.08 -0.02 0.00
O -3.13803 -0.13904 4.56617 -0.04 -0.04 -0.03
C -4.82260 -1.64680 3.89872 0.02 0.06 0.06
C -3.91880 -2.44380 3.20946 0.02 -0.10 -0.12
C -4.36123 -3.57414 2.54393 -0.03 0.00 0.02
C -5.70935 -3.91619 2.57365 0.01 0.01 0.01
C -6.61448 -3.12534 3.26183 0.02 -0.05 -0.05
C -6.17590 -1.98592 3.92484 0.00 0.03 0.03
H -8.59235 0.57105 6.11468 0.00 -0.04 -0.02
H -7.77478 2.53825 7.38538 0.00 0.00 0.01
H -5.36438 3.10730 7.36405 0.00 0.01 0.00
H -3.78435 1.72667 6.05342 0.01 -0.02 0.04
H -2.87389 -2.16627 3.20065 0.00 0.04 0.02
H -3.65607 -4.19262 2.00457 0.00 -0.01 -0.01
H -6.05318 -4.80436 2.06018 0.00 0.00 -0.01
H -7.66505 -3.37856 3.29463 -0.02 0.03 0.02
O 4.49297 -1.83340 -6.87518 -0.01 -0.01 -0.02
C 3.61376 -2.07034 -7.67504 0.02 -0.02 0.01
C 2.17485 -1.99287 -7.29087 0.02 0.01 -0.07
C 1.84760 -1.60336 -5.99974 -0.08 0.02 0.08
C 0.52016 -1.50206 -5.61879 -0.02 0.03 -0.09
C -0.48549 -1.79312 -6.53449 0.00 0.01 -0.02
C -0.16747 -2.18816 -7.82370 -0.06 0.00 0.08
C 1.16354 -2.29115 -8.20689 0.05 -0.02 -0.02
C 1.48380 -2.73071 -9.59458 0.01 -0.01 -0.01
O 0.60899 -3.03600 -10.37705 0.00 0.01 0.00
C 2.92257 -2.78014 -9.98860 -0.02 0.02 0.04
C 3.25092 -3.15159 -11.28666 0.05 -0.01 -0.05
C 4.57738 -3.18608 -11.68068 0.00 0.00 0.01
C 5.58263 -2.84991 -10.78032 -0.01 0.00 0.00
C 5.26200 -2.48731 -9.48357 0.05 -0.02 -0.06
C 3.93245 -2.45305 -9.08203 -0.05 0.01 0.02
H 2.64132 -1.37756 -5.30437 0.09 0.04 0.04
H 0.27331 -1.19936 -4.61149 0.03 -0.01 0.02
H -1.52468 -1.70883 -6.24169 0.00 0.01 0.00
H -0.93906 -2.41909 -8.54511 0.02 -0.02 -0.03
H 2.45707 -3.40736 -11.97457 -0.03 0.01 0.02
H 4.83122 -3.47341 -12.69248 0.00 0.00 -0.01
H 6.61828 -2.87176 -11.09283 0.01 -0.01 0.00
H 6.03105 -2.22573 -8.77015 -0.02 0.00 0.04
O -1.58984 2.66544 7.21321 -0.10 0.10 0.10
C -0.42031 2.89187 6.98338 0.01 -0.12 -0.15
C 0.30826 4.00005 7.66315 0.02 -0.06 0.00
C -0.36430 4.77446 8.60023 0.00 0.06 0.05
C 0.30221 5.79077 9.26267 0.00 0.00 -0.01
C 1.64409 6.03712 8.99334 -0.01 -0.01 -0.01
C 2.31692 5.27405 8.05443 -0.01 0.06 0.04
C 1.65213 4.25516 7.38378 -0.02 -0.04 -0.03
C 2.39647 3.45677 6.36483 -0.02 0.00 -0.03
O 3.54901 3.71225 6.09008 0.02 0.00 0.01
C 1.66911 2.34007 5.69578 0.00 0.03 0.05
C 2.34001 1.56575 4.75735 0.00 -0.04 -0.05
C 1.68402 0.51951 4.13058 -0.01 0.01 -0.01
C 0.35585 0.24194 4.43696 0.03 0.00 -0.02
C -0.31995 1.01149 5.36827 -0.01 0.02 0.03
C 0.33473 2.06276 6.00044 0.04 0.04 -0.01
H -1.40613 4.56666 8.80094 -0.01 -0.04 -0.02
H -0.22215 6.39226 9.99335 0.00 0.00 0.01
H 2.16474 6.82730 9.51786 0.00 0.01 0.00
H 3.35867 5.45596 7.82977 0.01 -0.02 -0.03
H 3.37151 1.79563 4.52893 0.01 0.03 0.03
H 2.20761 -0.08206 3.39875 0.00 -0.01 -0.01
H -0.15671 -0.57483 3.94588 -0.03 0.00 0.00
H -1.35594 0.81027 5.60206 0.05 0.02 -0.01
```
Forces are in eV/Å.

Mulliken population analysis, charges in e, atoms 1 to 5: -0.275, -0.789, -0.195, -0.630, 0.189